A molecular structure, C28H42O9P2ReSe in a non-equilibrium geometry, computed with ωB97M-V/def2-TZVPD.

Properties
Total energy = -134206.208 eV
Gap between HOMO and LUMO (spin up / spin down) = 7.9 / 7.4 eV
Energy relative to the best compared isomer or geometry (same formula, charge and spin) = 2.79 kcal/mol
⟨S²⟩ = 3.767
Spin multiplicity = 4
LUMO (spin up / spin down) = -0.0069 / -0.0386 hartree

Cartesian coordinates (Å):
Re -3.02109 -0.72096 -0.04481
Se -0.83667 -2.27720 0.14476
P -5.04222 -2.05169 -0.89205
P -5.94633 0.61970 -0.64259
O -5.50492 -3.51204 -1.32923
O -4.43446 0.77485 -0.29091
O -4.75380 -2.03936 0.58405
O -6.66301 1.54289 -1.50134
O -2.28028 0.05041 1.61788
O -1.79454 0.18272 -1.14964
O -6.70909 0.27343 0.70233
O -6.09550 -0.93343 -1.29113
O -3.78663 -1.84108 -1.72218
C 1.32773 -1.69231 -1.76963
C 4.35472 -1.35455 -2.32406
C -1.41884 1.36519 4.08117
C 1.14592 -1.36477 1.92449
C -0.78409 1.88647 5.36619
C 3.72444 -0.05012 -4.28287
C 3.07668 -0.59497 3.47189
C 0.07401 -1.30411 -1.25155
C 4.02854 -1.40208 2.55341
C 1.82937 -1.02141 -2.84627
C -0.78430 2.65314 -2.72704
C 1.58707 -0.73232 3.07381
C -0.57988 0.39003 3.29095
C 1.03558 -0.04250 -3.44281
C -1.07674 -0.21041 2.12259
C 0.68825 0.01219 3.75725
C 3.20354 -1.25548 -3.48123
C -2.37211 1.04597 -3.97721
C -1.81777 2.46482 3.08855
C 3.19988 -2.46810 -4.46554
C -0.89247 1.47642 -3.68326
C -0.61197 -0.21899 -1.74469
C -0.26692 1.78185 -5.03919
C -0.20278 -1.12220 1.51538
C -0.17392 0.41511 -2.95053
C -2.78700 0.68464 4.47652
C 3.43342 -0.95485 4.91185
C 3.42816 0.86019 3.14004
H 4.16393 -2.00642 -1.50254
H 3.04336 -0.31729 5.69939
H 2.97473 -3.43872 -3.97786
H 3.21406 0.16566 -5.20032
H -1.39104 3.42870 -3.09349
H 1.45430 0.47782 -4.30295
H -2.33054 0.14423 -4.56397
H -1.33098 2.66407 5.85313
H 3.86096 -1.26951 1.49420
H -6.33036 -3.75832 -0.90417
H -3.39201 0.43135 3.56602
H 4.51047 -0.98740 5.00973
H -2.20585 2.00681 2.19887
H 2.94596 1.56496 3.83208
H 2.39386 -2.34186 -5.20712
H -0.22486 0.84593 -5.61306
H -0.94496 2.48425 -5.50886
H 0.24389 3.01620 -2.62407
H -6.59459 0.95950 1.38879
H 3.68039 0.85089 -3.69028
H 4.49798 1.12529 3.24385
H 4.18590 -2.48497 -5.00658
H -0.59132 1.15461 6.17853
H 3.24314 -2.00542 5.11798
H 4.00773 -2.45817 2.76779
H -0.98931 3.14092 2.86501
H 4.75796 -0.24211 -4.49844
H 5.06316 -1.12099 2.73112
H 0.74020 2.12645 -4.87186
H 3.10859 1.13402 2.14397
H -2.63897 3.00735 3.47768
H 5.22524 -1.77983 -2.81962
H -2.96942 0.82338 -3.10462
H 4.53897 -0.36375 -1.88590
H -3.34319 1.49061 4.96655
H -2.70925 -0.16223 5.18275
H 0.19737 2.36639 5.09234
H -1.08723 2.41819 -1.72796
H 1.81935 -2.51593 -1.26632
H -2.98207 1.77297 -4.58061
H 0.91964 0.40693 4.75404
H 1.76485 -2.06967 1.41342

***

A molecular structure, C28H43BrMgN2P2S in a non-equilibrium geometry, computed with ωB97M-V/def2-TZVPD.

Properties
Total energy = -137596.206 eV
Total charge = +2
Gap between HOMO and LUMO = 2.9 eV
LUMO = -0.2926 hartree

Cartesian coordinates (Å):
Br -4.54401 -2.53130 -2.23505
S 3.41016 -0.09492 2.21332
P 0.32724 1.80086 -1.13868
P -4.42330 0.45037 1.09499
Mg 1.82696 -0.38493 -2.13584
N 2.47443 -0.75928 -0.09658
N 3.22769 -3.79347 -7.99170
C 1.45918 2.36055 -2.49615
C 3.30670 -3.73695 -5.61244
C -4.64373 1.10669 -0.57461
C 2.63861 -2.48451 -5.55458
C -5.21971 -2.16074 1.26959
C 2.21953 -1.96915 -6.80570
C -3.96598 -1.27650 1.01833
C 2.89503 1.83922 -2.36146
C 2.80527 0.30635 0.66772
C 2.41457 -1.91915 0.69865
C 0.64589 3.05488 0.19812
C 2.22761 -1.92806 -4.26478
C -0.41907 -2.14331 -2.44328
C -3.29380 1.42751 2.09931
C -0.22156 -1.45940 -3.66501
C -1.60183 2.52855 -3.16038
C 3.58217 -4.34592 -6.83577
C -1.71313 -2.61626 -2.14384
C -2.63965 -1.34811 -4.03885
C -1.34405 -0.96465 -4.40086
C -3.78546 1.53553 3.55951
C 3.07830 -1.77465 1.88987
C -2.81668 -2.12386 -2.86300
C 2.56619 -2.63612 -7.98866
C -1.28904 2.47714 -1.67584
C -5.87874 2.01464 -0.64064
C 1.44162 4.31517 -0.12758
C 1.14519 -1.01868 -4.09002
H -5.90357 -2.18651 0.40738
H 1.06033 4.84702 -1.00508
H -0.87417 3.13254 -3.71456
H 1.83188 -2.79443 0.39876
H 1.04810 2.03569 -3.46575
H -3.48249 -1.02316 -4.65156
H 4.10893 -5.30313 -6.88772
H -3.51030 -1.50935 0.03900
H 3.09433 1.31045 -1.41156
H -1.40018 3.46918 -1.21222
H -2.58927 2.99191 -3.29603
H -3.71557 1.64130 -0.82348
H -2.00335 1.81152 -1.17395
H -6.14988 2.20438 -1.68268
H 1.37228 5.01276 0.71812
H 2.58990 -2.55604 -3.43308
H 3.18857 1.16316 -3.19108
H -5.77867 -1.78125 2.14033
H 1.42861 3.45622 -2.45948
H 2.50508 4.11451 -0.29779
H -3.19131 2.27329 4.11374
H -1.82439 -3.27725 -1.26809
H -3.70149 0.56683 4.06865
H 1.11174 2.53373 1.04447
H 0.37552 -2.32697 -1.72309
H -3.24572 -1.40602 1.84747
H -0.35061 3.34740 0.56090
H 3.60489 -4.26492 -4.71729
H 1.20892 -0.09146 -4.70767
H -4.76021 0.22635 -1.23075
H -5.69916 2.97907 -0.15445
H -3.22024 2.43565 1.65430
H -4.91527 -3.19298 1.49706
H 3.58340 2.69348 -2.36610
H -1.63374 1.52065 -3.59589
H -6.74297 1.55198 -0.15126
H -2.34524 0.87008 2.02552
H 1.63305 -1.06120 -6.88894
H -4.83787 1.85082 3.59977
H 2.53527 1.34466 0.47779
H 3.29077 -2.55860 2.60203
H 2.30507 -2.23713 -8.97890
H -1.12868 -0.30458 -5.26680

***

A molecular structure, C28H43Ge2N6O2RuS in a non-equilibrium geometry, computed with ωB97M-V/def2-TZVPD.

Properties
Total energy = -169201.050 eV
Total charge = +2
Gap between HOMO and LUMO (spin up / spin down) = 7.3 / 6.5 eV
⟨S²⟩ = 0.783
Spin multiplicity = 2
LUMO (spin up / spin down) = -0.2236 / -0.2536 hartree

Cartesian coordinates (Å):
Ru 1.00696 0.93480 0.40324
Ge 0.20528 -0.67977 2.23355
Ge 0.83826 -1.31250 -0.63538
S 2.89527 1.01353 1.86479
O 3.50036 -0.11400 -1.01164
O 0.28428 3.82484 -0.27781
N 1.07976 2.83597 -0.69451
N 1.33618 3.04420 2.45344
N 0.35228 2.40262 1.68146
N -1.03966 1.24706 -0.15946
N 2.53252 0.89618 -0.97426
N 3.39632 3.04162 3.48335
C 1.62772 -1.61800 3.23574
C -3.34433 0.75196 -0.93450
C -1.65212 -6.09308 -0.27812
C -2.86440 2.75324 0.24389
C -3.80048 1.86575 -0.31631
C -0.99509 4.49477 1.66848
C 1.79557 2.94960 -1.75784
C -2.38118 -4.83299 -2.19028
C 1.83243 4.12502 -2.66462
C 1.65208 -1.77543 -2.37873
C 3.71181 1.74776 -2.97188
C 1.12458 -2.86906 3.95291
C -0.46476 3.27289 0.95556
C -2.32865 -6.02948 -1.48760
C -1.88947 0.47887 -1.06874
C -1.07156 -3.76068 -0.46923
C -1.89907 -0.56941 4.28635
C -1.74983 -3.70912 -1.68563
C 2.67973 1.78960 -1.90407
C -1.04758 0.31890 3.38155
C -0.77030 -2.12836 1.35242
C -0.45979 -2.54886 0.11737
C -1.03245 -4.96402 0.23374
C 1.08673 -2.93074 -3.19719
C -1.40586 0.78442 -2.51618
C 2.52128 2.49797 2.63632
C -2.26566 0.17276 -3.61320
C -1.51402 2.37717 0.32054
H 2.08893 -0.92760 3.94282
H 4.22576 0.79528 -3.01536
H 1.80508 -3.21468 -3.96594
H 0.37056 -2.63569 4.70449
H -1.53350 4.19665 2.56726
H 1.66516 -0.84013 -2.94926
H -1.79057 -2.77885 -2.23880
H -2.49306 -1.28438 3.71549
H -2.59584 0.03371 4.86939
H -2.44062 -0.89090 -3.45394
H -3.23734 0.66097 -3.67651
H -4.02215 0.05104 -1.40233
H -0.37031 0.43503 -2.59941
H -4.85778 2.08285 -0.25990
H -2.91177 -4.78005 -3.13159
H 2.70515 -1.95693 -2.15040
H 0.88879 -3.80869 -2.58562
H 1.94302 -3.37605 4.46428
H -0.18299 5.17225 1.93309
H 3.22534 1.95042 -3.92816
H 2.40902 -1.89153 2.51904
H 3.18868 3.86490 4.02450
H -1.55528 -2.66397 1.88720
H -0.49756 -5.01963 1.17366
H 4.29248 2.60516 3.61906
H 1.28064 4.95648 -2.23403
H -0.45877 1.02230 3.97506
H 1.03699 3.83021 3.01545
H 3.93754 -0.05790 -0.14412
H -2.81363 -6.91121 -1.88343
H -1.37627 1.87228 -2.62559
H 0.68408 -3.58376 3.25567
H -1.60624 -7.02531 0.26803
H 4.44697 2.54012 -2.81467
H -1.72706 -0.58392 -0.86604
H -1.68499 0.92508 2.73476
H 0.15831 -2.66065 -3.69939
H 1.38092 3.87128 -3.62630
H -1.65935 5.06508 1.02413
H -1.78036 0.28739 -4.58127
H -3.18648 3.68457 0.67987
H -1.29342 -1.13377 4.99501
H 2.85881 4.43658 -2.85369